[1]
8 unconnected molecules or ions with the total composition C25H48F3O23, computed with ωB97M-V with the def2-TZVPD basis set.

Geometry as XYZ:
```
99
Properties=species:S:1:pos:R:3:forces:R:3:lowdin_charge:R:1
C -22.0441 2.6363 21.4927 -1.0 -1.0 -1.7 -0.32
O -22.1232 2.8735 20.0918 1.3 1.8 0.7 -0.04
O -22.9873 1.6691 21.7028 1.0 0.3 1.2 0.17
C -20.5832 2.2539 21.9113 -0.2 2.7 -0.1 -0.63
F -20.3598 1.9269 23.1522 -0.8 -1.5 1.7 0.17
F -20.0309 1.4173 21.1255 0.7 -2.3 -1.6 0.24
F -19.8573 3.3879 21.8354 0.1 1.3 -1.0 0.13
C -21.8609 4.2165 19.6015 -0.3 0.3 -1.2 -0.21
C -22.2727 4.2330 18.1300 -0.1 0.1 -0.6 -0.05
H -23.3283 4.0104 17.9743 -0.1 -0.1 0.3 0.07
H -22.1049 5.2044 17.6648 0.0 0.4 0.4 0.05
H -21.7306 3.5868 17.4396 0.3 -0.5 0.6 0.06
H -20.8649 4.6493 19.6953 0.8 -1.1 0.1 0.11
H -22.3854 5.0430 20.0809 -1.0 -0.6 0.7 0.09
H -22.2686 3.5201 22.0899 -0.4 0.3 0.2 0.17
C -22.9069 3.0239 13.9814 0.5 0.4 0.7 -0.02
O -21.7108 2.2348 14.1730 0.7 -0.4 -0.4 0.00
C -21.5216 1.4496 15.2329 -0.1 -1.2 1.0 -0.58
O -22.2476 1.3575 16.1848 -0.4 0.4 0.1 0.12
O -20.3979 0.6810 15.1310 -1.4 2.1 -2.2 -0.03
C -19.9200 -0.0348 16.2368 0.6 0.2 0.2 -0.06
H -22.5238 3.9424 13.5368 -0.2 -0.2 -0.4 0.09
H -23.3797 3.3471 14.9088 0.1 -0.5 0.3 0.08
H -23.6310 2.5089 13.3502 0.3 0.0 0.0 0.10
H -18.9732 -0.3635 15.8083 0.0 -0.5 0.6 0.10
H -20.5761 -0.8497 16.5427 0.0 0.1 -0.1 0.10
H -19.7185 0.6410 17.0680 -0.1 -0.1 0.1 0.10
C -19.6786 5.2576 27.7915 0.0 -0.1 1.0 -0.04
O -19.7447 3.9912 27.0916 -0.3 0.5 -0.2 -0.02
C -20.9473 3.4708 26.7015 -2.4 4.9 2.5 -0.59
O -22.0477 4.0004 26.9835 2.7 -1.7 -0.8 0.08
O -20.7089 2.4585 25.9883 0.9 -2.7 -0.9 0.05
C -21.7560 1.6967 25.4308 -1.5 -0.1 -1.3 -0.03
H -18.9223 5.1364 28.5669 -0.1 -0.3 0.0 0.09
H -20.5954 5.5651 28.2946 -0.2 -0.5 -0.3 0.09
H -19.3259 6.1309 27.2427 -0.2 -0.5 -1.0 0.08
H -21.3324 0.8634 24.8703 0.2 0.2 0.5 0.10
H -22.2776 2.3133 24.6988 0.0 0.1 -0.1 0.09
H -22.5615 1.3417 26.0736 0.6 0.2 0.8 0.11
C -20.1922 6.2542 15.3256 0.3 1.1 -1.7 -0.04
O -19.1336 6.3100 16.2387 2.2 -1.5 1.2 -0.06
C -17.8340 6.0692 15.8860 0.7 -0.2 -0.7 -0.43
O -17.3686 5.8703 14.7451 -1.7 0.8 4.3 0.10
O -17.0241 6.1124 17.0646 -0.2 0.0 -2.3 -0.03
C -17.5721 6.0855 18.3716 -2.1 0.1 0.8 -0.07
H -21.1580 6.2824 15.8300 0.4 -0.1 0.3 0.08
H -20.1462 5.4415 14.6007 0.2 -0.3 0.3 0.10
H -20.0292 7.1779 14.7703 -0.8 0.1 -0.5 0.10
H -18.2370 5.2322 18.5053 0.0 -0.1 -0.2 0.09
H -18.1747 6.9554 18.6324 -0.2 0.2 -0.7 0.07
H -16.9188 6.0790 19.2441 1.3 -0.3 -1.0 0.10
C -18.3334 9.7837 17.1917 0.0 0.8 0.4 -0.02
O -19.3312 8.7931 17.3763 -1.3 -0.9 0.6 -0.03
C -20.1136 8.7887 18.4663 1.9 2.1 3.7 -0.54
O -19.9441 9.5095 19.4942 -0.6 -1.6 -3.4 0.06
O -20.9864 7.8030 18.4393 -0.7 0.1 -2.3 0.01
C -22.1097 7.8580 19.3053 0.3 -0.3 2.0 -0.03
H -18.4489 10.0820 16.1497 0.1 0.3 0.2 0.10
H -17.3084 9.4476 17.3487 -0.2 -0.7 0.0 0.10
H -18.4822 10.5784 17.9227 -0.2 0.2 -0.4 0.09
H -22.8058 7.0447 19.1002 0.5 -0.1 -0.4 0.09
H -22.6976 8.7695 19.4131 0.5 0.4 -0.9 0.11
H -21.6500 7.7240 20.2845 -0.5 -0.3 0.3 0.07
C -27.0425 7.2723 19.8508 1.0 -1.1 -0.3 -0.03
O -27.4806 6.6204 18.6452 0.1 -1.6 -1.6 -0.04
C -26.7985 5.5506 18.0383 0.3 0.7 0.2 -0.50
O -25.8760 4.9120 18.4851 -1.0 0.8 0.0 0.13
O -27.2994 5.3641 16.7750 -0.3 1.1 2.3 -0.03
C -26.9152 4.2222 16.0345 0.0 0.3 -1.1 -0.05
H -27.6545 8.1623 19.9972 0.1 -0.2 -0.3 0.10
H -25.9812 7.4883 19.7282 0.0 0.4 0.1 0.09
H -27.1077 6.6206 20.7221 -0.3 -0.1 -0.1 0.07
H -27.2757 3.2720 16.4286 0.1 0.2 0.3 0.10
H -25.8545 4.1933 15.7848 0.2 0.0 0.6 0.08
H -27.4038 4.4534 15.0880 -0.1 -0.5 -0.1 0.09
C -23.1150 6.3628 23.2250 1.1 1.0 -0.9 -0.05
O -24.4925 6.6947 23.2293 -1.8 -0.5 0.4 -0.01
C -25.4340 5.8166 22.7974 0.9 -3.3 0.2 -0.52
O -25.2411 4.8819 22.0082 -0.6 2.5 1.5 0.10
O -26.5314 5.9677 23.5733 1.6 2.4 0.1 -0.01
C -27.6219 5.1234 23.6274 -1.3 -1.2 -1.2 -0.07
H -22.6344 7.0638 23.9074 -0.3 0.1 0.0 0.09
H -22.7399 6.6048 22.2307 0.3 -0.4 0.0 0.07
H -22.7342 5.3950 23.5513 -1.0 -0.4 -0.1 0.09
H -28.2290 5.2513 24.5237 1.0 0.0 0.7 0.10
H -27.2915 4.1002 23.4487 -0.3 -0.1 0.2 0.10
H -28.4015 5.3869 22.9126 0.4 0.0 -0.8 0.09
C -17.9046 5.1466 24.1362 -2.2 0.0 0.0 -0.01
O -18.2424 6.5762 24.1295 -0.6 0.1 -0.2 -0.02
C -19.3524 7.0041 23.4455 0.1 -2.3 -2.7 -0.49
O -20.1173 6.2532 22.7750 1.9 2.5 2.5 0.05
O -19.3175 8.3428 23.4139 0.8 -1.3 0.5 0.00
C -20.3176 9.0626 22.7176 -1.1 -0.6 -0.2 -0.03
H -17.5229 4.8353 25.1086 0.5 0.7 -0.2 0.09
H -17.3210 4.8187 23.2759 0.3 0.5 0.2 0.10
H -18.8611 4.6275 24.0769 0.0 -0.2 -0.2 0.07
H -19.9005 10.0120 22.3818 -0.1 -0.1 0.5 0.10
H -21.1562 9.0909 23.4133 -0.1 0.9 -0.1 0.10
H -20.7035 8.5533 21.8346 0.5 -0.2 0.0 0.05
```
Positions in Å, forces in eV/Å.

Spin multiplicity   2
HOMO-LUMO gap (spin up / spin down)   0.39594 / 0.30142 Ha
Energy relative to the best compared isomer or geometry (same formula, charge and spin)   126.1 kJ/mol
HOMO (spin up / spin down)   -10.4 / -10.4 eV
E   -81941.4790 eV
Lowest unoccupied orbital energy (spin up / spin down)   0.39 / -2.17 eV


[2]
5 unconnected molecules or ions with the total composition C25H48F5NO19PS5, computed with ωB97M-V with the def2-TZVPD basis set.

Geometry as XYZ:
```
104
Properties=species:S:1:pos:R:3:forces:R:3:lowdin_charge:R:1
C -1.3129 -1.0120 3.6495 0.2 -0.2 0.5 0.03
C -1.9409 -0.1886 2.8323 -0.4 1.1 -0.7 -0.24
P -1.1551 1.3878 2.3995 -0.6 -1.4 -0.1 1.03
C 0.6425 1.1670 2.6231 0.0 1.2 0.1 -0.25
C 1.2803 0.4262 1.4217 -0.6 -0.7 0.5 -0.19
C 1.6076 -1.0746 1.7092 -0.6 0.8 -0.5 -0.18
C 0.9230 -1.9133 0.6199 0.8 -0.2 -0.3 -0.20
C 1.5621 -3.3018 0.3566 -0.4 0.1 0.6 -0.26
N 2.1499 -3.9641 1.5151 0.0 -0.2 -0.4 -0.01
C -1.6059 2.0089 0.7440 -0.7 0.3 0.2 -0.24
C -2.9511 1.4809 0.1698 0.3 0.4 -0.8 -0.20
C -2.7940 0.9759 -1.3007 -0.1 -0.4 0.3 -0.17
C -3.1733 -0.5024 -1.4824 0.0 0.4 -0.4 -0.19
C -4.5206 -0.8796 -0.8484 0.3 -0.5 0.4 -0.19
C -4.2967 -1.8652 0.3201 -0.5 0.1 -0.2 -0.17
C -5.4366 -1.8267 1.3569 0.3 0.6 -0.4 -0.21
O -4.9360 -1.6680 2.6810 -0.2 -0.4 0.0 -0.21
C -4.8310 -2.8912 3.3958 0.6 -0.2 0.3 -0.09
S -1.9230 2.8464 3.8282 1.4 1.2 0.3 0.63
O -1.4386 2.5614 5.1336 -0.4 -1.4 0.8 -0.28
O -1.4893 4.1027 3.3266 -0.1 0.9 -1.2 -0.29
C -3.7885 2.8722 3.7315 -0.5 -0.2 1.0 -0.52
F -4.1177 3.9364 3.0582 -0.1 1.3 -0.7 0.18
F -4.2612 1.8293 3.0717 0.3 -1.3 -0.4 0.14
C -4.5148 2.9425 5.1137 -0.8 -0.5 -1.1 -0.66
F -5.7845 2.6776 4.8638 -1.0 -0.3 -0.4 0.20
F -4.4701 4.1406 5.5916 0.8 1.5 0.8 0.24
F -4.0925 2.0503 5.9533 0.9 -0.8 0.9 0.22
H -0.6594 -0.6018 4.4105 0.8 -0.6 -0.4 0.08
H -1.4979 -2.0763 3.5744 -0.5 0.0 0.8 0.09
H -2.9314 -0.4364 2.4568 0.4 -0.2 -0.7 0.05
H 1.0603 2.1784 2.6843 -0.1 0.0 0.2 0.11
H 0.7869 0.6831 3.5888 0.1 0.0 -0.1 0.08
H 2.1750 0.9567 1.1019 -0.1 0.1 0.1 0.13
H 0.5682 0.4690 0.5945 0.3 0.0 -0.1 0.07
H 1.2332 -1.3594 2.6951 0.3 0.0 0.0 0.09
H 2.6946 -1.1487 1.7147 -0.1 -0.4 0.0 0.12
H -0.1517 -2.0074 0.8213 0.1 0.0 0.2 0.10
H 1.0025 -1.3459 -0.3071 -0.2 -0.2 0.0 0.06
H 2.3336 -3.2041 -0.4083 0.0 -0.1 0.0 0.11
H 0.7813 -3.9637 -0.0270 0.1 0.1 -0.2 0.10
H 1.5481 -3.9628 2.3265 0.2 0.0 0.0 0.06
H 3.0808 -3.6367 1.7285 -0.2 0.1 0.2 0.07
H -0.7986 1.8543 0.0281 0.2 -0.3 0.3 0.09
H -1.6857 3.0967 0.8486 0.2 0.0 0.2 0.10
H -3.6377 2.3252 0.1121 0.0 0.0 0.4 0.12
H -3.4297 0.7447 0.8112 0.1 -0.1 -0.1 0.07
H -3.4082 1.6050 -1.9461 -0.1 -0.1 0.0 0.12
H -1.7698 1.0964 -1.6675 0.0 0.1 0.1 0.10
H -3.1931 -0.6986 -2.5561 0.1 0.0 0.0 0.12
H -2.3592 -1.1138 -1.0787 -0.1 -0.1 0.0 0.10
H -5.0305 -0.0051 -0.4311 0.1 0.1 -0.2 0.10
H -5.2011 -1.3060 -1.5859 0.0 0.0 0.0 0.12
H -3.3560 -1.5725 0.7918 -0.1 -0.1 0.2 0.08
H -4.1555 -2.8837 -0.0485 0.1 0.1 -0.1 0.12
H -6.0406 -0.9394 1.1449 -0.1 0.0 0.2 0.12
H -6.0980 -2.6903 1.2591 0.1 0.0 0.2 0.12
H -4.9139 -3.7591 2.7390 -0.2 0.0 0.0 0.09
H -5.5610 -2.9535 4.2056 -0.2 0.0 -0.2 0.09
H -3.8413 -2.9688 3.8623 -0.1 0.2 0.0 0.07
C 2.9510 -0.6076 -5.0730 0.5 0.2 -0.1 -0.14
C 3.4839 -1.4881 -3.9686 -0.2 -0.4 -0.1 -0.16
O 3.1660 -0.7719 -2.7573 -0.3 0.6 0.0 -0.18
S 1.8017 0.0358 -2.9591 0.8 -0.6 -1.1 0.59
O 0.7356 -0.7296 -2.4099 -0.3 0.5 0.2 -0.24
O 2.0266 1.3939 -2.6013 -0.3 0.0 0.5 -0.23
O 1.7233 -0.0707 -4.5505 -0.2 -0.2 0.5 -0.18
H 3.6263 0.2244 -5.2819 0.0 0.0 0.0 0.14
H 2.7640 -1.1586 -5.9905 -0.3 0.1 0.0 0.13
H 4.5506 -1.6572 -4.0502 -0.2 0.3 0.4 0.09
H 2.9643 -2.4489 -3.9401 0.0 0.0 0.0 0.14
C 2.7417 2.9037 6.1737 -0.4 -0.1 -0.1 -0.16
C 2.8184 2.1614 7.4906 0.3 0.4 0.3 -0.16
O 3.3432 0.8722 7.1464 -0.2 0.0 -0.5 -0.19
S 4.3544 1.0192 5.9068 -0.3 0.4 0.3 0.60
O 5.6759 1.0844 6.3995 0.3 -0.1 -0.2 -0.20
O 3.9591 0.1025 4.8971 0.0 -0.2 0.0 -0.23
O 3.9149 2.5008 5.4572 0.1 -0.2 0.3 -0.19
H 1.8642 2.5989 5.5966 0.0 0.0 0.1 0.12
H 2.7310 3.9827 6.3044 0.2 0.0 -0.1 0.14
H 1.8489 2.0619 7.9714 0.0 -0.3 -0.1 0.14
H 3.5176 2.6412 8.1784 0.0 0.0 0.0 0.14
C 4.4144 -4.2649 -7.8985 0.2 -0.2 -0.5 -0.15
C 4.9660 -5.3167 -6.9600 -0.5 -0.1 0.3 -0.16
O 6.1845 -4.7495 -6.4605 0.0 0.4 -0.3 -0.17
S 6.0341 -3.1593 -6.3586 -0.2 -0.6 -0.3 0.62
O 5.6915 -2.8155 -5.0198 0.4 -0.1 -0.3 -0.24
O 7.1196 -2.5579 -7.0293 0.2 0.2 0.2 -0.19
O 4.7086 -3.0145 -7.2558 0.0 -0.1 0.5 -0.20
H 4.9247 -4.2816 -8.8629 0.0 0.0 0.0 0.14
H 3.3436 -4.3678 -8.0543 0.0 0.2 0.1 0.14
H 5.1628 -6.2615 -7.4588 0.3 0.1 0.0 0.14
H 4.2969 -5.4855 -6.1130 0.0 0.0 0.0 0.13
C 0.1528 3.8852 -3.5438 0.6 0.0 0.0 -0.18
C -0.1058 5.1616 -4.3142 -0.5 0.2 0.3 -0.16
O -0.3897 4.7202 -5.6470 0.2 -0.5 0.1 -0.18
S -1.1275 3.2927 -5.5965 0.3 0.4 0.3 0.60
O -2.5254 3.4934 -5.6983 -0.2 -0.2 0.0 -0.21
O -0.4293 2.3983 -6.4407 -0.1 -0.1 -0.2 -0.21
O -0.7861 2.9381 -4.0637 -0.3 0.3 -0.1 -0.20
H 1.1585 3.5059 -3.7287 0.0 0.0 0.1 0.12
H 0.0071 4.0129 -2.4735 -0.2 -0.1 0.0 0.13
H 0.7465 5.8356 -4.3065 0.0 -0.1 -0.3 0.14
H -0.9857 5.6865 -3.9339 0.0 0.0 0.0 0.13
```
Positions in Å, forces in eV/Å.

HOMO-LUMO gap   0.27076 Ha
Energy relative to the best compared isomer or geometry (same formula, charge and spin)   68.5 kJ/mol
HOMO   -11.1 eV
E   -144135.2138 eV
Lowest unoccupied orbital energy   -3.70 eV
Total charge   +1